C4H8NO | ωB97M-V/def2-TZVPD

Structure (XYZ):
```
14
Properties=species:S:1:pos:R:3:forces:R:3
C -1.562 1.024 -0.161 -1.065 -0.164 1.227
C 2.719 0.534 0.453 2.021 1.340 -1.675
C 1.935 0.219 -0.761 0.536 -0.064 3.082
C -1.275 -1.315 0.245 -1.067 1.015 -4.178
N -0.828 0.011 -0.082 2.235 1.113 -0.955
O 2.432 -0.799 -0.250 0.903 -0.142 0.700
H -2.551 1.140 0.233 -1.250 -1.247 0.238
H -1.371 2.019 -0.465 1.822 0.738 -0.795
H 3.786 0.984 0.491 -1.545 -1.332 -1.298
H 2.379 0.729 1.433 -1.686 -0.573 0.726
H 1.215 0.221 -1.520 -0.828 0.700 -1.420
H -0.871 -1.933 -0.707 -2.037 0.950 1.923
H -2.331 -1.190 0.528 0.027 -1.211 -0.581
H -0.748 -1.745 0.983 1.934 -1.122 3.008
```
Positions in Å, forces in eV/Å.

Energy above the lowest of the compared OMol25 structures with the same formula, charge and spin in eV: 5.466
Charge: +1
E_HOMO in eV: -13.684
Kohn-Sham gap in eV: 7.709

natural (NBO) atomic charge list, values in e, 2 entries: number 1, C, carries -0.02; number 2, C, carries -0.13

CH5OS2 | ωB97M-V/def2-TZVPD

Structure (XYZ):
```
9
Properties=species:S:1:pos:R:3:forces:R:3
O -1.203 -3.208 0.270 2.091 0.302 0.052
H -0.826 -3.979 0.753 -0.553 0.734 -0.314
C -0.308 -0.574 -0.067 -1.282 0.852 -0.770
S 0.306 -2.298 -0.072 -2.057 0.134 -0.430
S 0.509 4.170 -0.005 -0.085 0.225 0.621
H -1.231 -0.142 -0.610 1.315 -1.778 -0.260
H 0.507 0.082 -0.434 -0.146 -0.488 0.649
H -0.651 -0.344 0.916 0.645 0.345 1.092
H 0.635 3.534 -1.153 0.072 -0.327 -0.640
```
Positions in Å, forces in eV/Å.

Energy above the lowest of the compared OMol25 structures with the same formula, charge and spin in eV: 1.669
Charge: -1
E_HOMO in eV: -2.476
Kohn-Sham gap in eV: 4.881

natural (NBO) atomic charge list, values in e, 2 entries: number 1, O, carries -0.84; number 2, H, carries 0.47

C6H16N2Si | ωB97M-V/def2-TZVPD

Structure (XYZ):
```
25
Properties=species:S:1:pos:R:3:forces:R:3
C -0.806 -0.247 1.799 0.692 0.666 0.822
C -1.582 0.409 2.896 -1.783 -2.425 -1.177
C -0.698 -1.751 1.859 -0.031 -0.890 1.232
C 0.697 2.206 -2.612 -3.299 0.589 0.028
C -1.064 -0.473 -1.763 0.187 0.880 4.599
C 2.754 -1.236 -0.347 -2.865 1.200 1.703
N -0.323 0.565 0.949 -0.436 -1.058 0.161
N 0.678 1.786 -1.207 0.595 0.810 -0.773
Si 0.252 0.245 -0.615 2.359 -0.620 -0.979
H -1.571 1.430 2.743 -0.020 2.089 -0.057
H -2.615 0.010 2.747 0.303 0.514 0.120
H -1.365 0.109 3.875 0.792 -0.385 1.489
H -1.678 -2.182 1.591 0.414 0.046 -0.457
H -0.608 -2.148 2.934 0.167 0.927 -1.348
H 0.148 -2.161 1.276 -0.655 0.231 0.052
H -0.458 2.396 -2.934 2.715 -0.886 0.210
H 1.120 3.205 -2.749 0.260 -0.280 0.280
H 1.230 1.485 -3.210 -0.122 -0.103 -0.762
H -0.826 -1.035 -2.550 1.171 -1.710 -3.437
H -1.507 -1.173 -1.061 -0.399 -0.381 0.180
H -1.806 0.263 -1.899 -0.831 1.003 -0.632
H 3.456 -0.426 -0.559 -0.163 -0.456 0.284
H 2.612 -1.627 0.730 0.595 0.750 -1.966
H 2.534 -1.926 -1.132 0.253 -0.490 -0.311
H 1.427 2.276 -0.759 0.101 -0.021 0.739
```
Positions in Å, forces in eV/Å.

Energy above the lowest of the compared OMol25 structures with the same formula, charge and spin in eV: 1.993
Charge: 0
E_HOMO (spin up / spin down) in eV: -7.020 / -7.022
Kohn-Sham gap (spin up / spin down) in eV: 7.761 / 7.762

natural (NBO) atomic charge list, values in e, 2 entries: number 1, C, carries 0.40; number 2, C, carries -0.66

C2N4O2 | ωB97M-V/def2-TZVPD

Structure (XYZ):
```
8
Properties=species:S:1:pos:R:3:forces:R:3
C -0.044 -0.683 0.136 2.165 -0.331 -0.734
C 0.005 0.707 0.105 1.765 -0.680 -0.925
N 2.107 -0.143 -0.030 -4.067 -2.828 -0.319
N 1.261 -1.127 0.002 1.915 2.966 0.234
N -1.330 -1.102 -0.095 -0.278 2.936 1.228
N -2.067 -0.099 -0.045 0.165 -1.742 -0.726
O -1.104 1.251 0.022 -2.532 0.337 0.215
O 1.174 1.195 -0.094 0.866 -0.657 1.027
```
Positions in Å, forces in eV/Å.

Structure (SMILES): n1nc2nnoc2o1
Energy above the lowest of the compared OMol25 structures with the same formula, charge and spin in eV: 0.598
Charge: 0
E_HOMO in eV: -10.474
Kohn-Sham gap in eV: 9.481

natural (NBO) atomic charge list, values in e, 2 entries: number 1, C, carries -0.01; number 2, C, carries 0.63

C4H9NOS | ωB97M-V/def2-TZVPD

Structure (XYZ):
```
16
Properties=species:S:1:pos:R:3:forces:R:3
C -1.425 0.041 0.438 0.396 0.546 -0.767
C -1.177 1.413 -0.317 -0.638 -0.224 0.584
C -0.352 0.168 -0.527 -1.315 1.958 0.855
C 0.021 -0.516 -1.717 0.564 -0.261 -2.238
N 2.231 -0.926 1.259 -0.159 -1.765 -1.274
O 0.959 0.745 2.595 -1.232 0.584 2.020
S 1.622 0.643 1.317 2.113 -0.720 -0.430
H -1.119 0.088 1.451 -0.022 -0.061 1.019
H -2.239 -0.639 0.227 -0.356 0.182 -0.099
H -1.942 1.637 -1.100 0.786 -0.057 0.526
H -0.936 2.344 0.345 -0.043 -2.009 -1.249
H -0.868 -0.699 -2.334 -0.424 -0.422 0.044
H 0.483 -1.536 -1.532 -0.124 1.338 -0.478
H 0.537 0.215 -2.426 0.277 -1.352 1.014
H 2.084 -1.637 2.037 -0.021 1.722 -1.344
H 2.120 -1.341 0.286 0.196 0.541 1.818
```
Positions in Å, forces in eV/Å.

Spin multiplicity: 3
Energy above the lowest of the compared OMol25 structures with the same formula, charge and spin in eV: 1.463
Charge: 0
E_HOMO (spin up / spin down) in eV: -6.498 / -10.272
Expectation value of S²: 2.01
Kohn-Sham gap (spin up / spin down) in eV: 7.289 / 9.465

natural (NBO) atomic charge list, values in e, 2 entries: number 1, C, carries -0.48; number 2, C, carries -0.48

C21H35CuN4O3S4Si | ωB97M-V/def2-TZVPD

Structure (XYZ):
```
69
Properties=species:S:1:pos:R:3:forces:R:3
Cu 12.903 9.818 9.515 -0.704 -0.538 -0.127
C 7.752 8.958 7.854 -0.719 -0.789 0.252
S 8.185 10.589 8.412 0.373 -0.052 0.102
C 9.904 10.353 8.788 0.976 1.181 -0.170
S 10.754 8.863 8.855 -1.418 0.059 -0.149
N 10.458 11.579 8.933 -0.602 -2.377 0.322
N 11.760 11.396 9.274 1.508 2.522 0.448
C 12.401 12.510 9.469 -1.839 -0.389 -0.855
C 13.835 12.609 9.619 0.609 0.383 -0.071
C 14.528 13.850 9.439 -2.262 -2.114 0.664
C 15.861 13.715 9.399 1.838 -0.905 -1.073
C 16.507 12.464 9.531 1.273 0.729 0.658
C 15.783 11.343 9.844 -1.060 -0.230 0.019
N 14.439 11.445 9.798 0.715 0.473 0.607
H 8.583 8.553 7.252 -0.412 -0.134 0.653
H 6.893 9.084 7.198 -0.155 0.070 -0.154
H 7.394 8.312 8.705 0.849 0.374 -0.938
H 11.753 13.354 9.287 0.293 0.840 0.208
H 13.951 14.748 9.324 0.113 0.360 -0.158
H 16.442 14.508 9.002 0.691 0.916 0.261
H 17.608 12.417 9.483 -0.682 -0.075 -0.186
H 16.187 10.342 10.113 -0.196 0.925 -0.571
C 21.581 13.718 9.244 -1.496 -0.321 -1.544
C 21.828 12.246 9.671 -0.635 -0.471 -2.356
C 21.295 12.087 11.070 -1.002 -1.601 0.833
C 23.330 11.841 9.454 -1.007 0.088 0.826
O 21.039 11.421 8.783 0.629 2.006 0.695
Si 20.738 9.874 8.433 -3.950 -0.593 -1.988
S 18.720 9.540 7.825 1.033 0.710 0.765
O 21.660 9.389 7.178 1.102 -0.471 -1.539
C 21.495 9.509 5.722 -0.571 0.443 1.884
C 21.045 10.952 5.409 0.825 0.132 -1.165
C 22.831 9.097 5.185 0.995 -0.520 -2.331
C 20.483 8.558 5.140 -1.793 0.528 -0.763
O 21.177 9.035 9.721 1.270 -1.673 1.723
C 20.934 7.642 10.121 0.792 1.232 -0.273
C 19.517 7.568 10.558 -1.066 -0.614 -0.011
C 21.880 7.350 11.280 -0.015 0.019 1.081
C 21.243 6.679 8.994 -0.415 -0.499 -1.888
H 22.284 14.340 9.764 0.551 0.559 0.018
H 20.538 14.080 9.553 1.341 -0.724 -0.458
H 21.640 13.823 8.087 0.140 -0.114 2.027
H 21.710 12.802 11.759 0.645 0.151 0.425
H 21.424 11.023 11.404 0.210 0.955 -0.056
H 20.186 12.247 11.167 0.894 -0.054 -0.739
H 23.850 12.391 10.214 0.822 0.341 0.479
H 23.770 12.103 8.477 -0.624 -0.146 0.252
H 23.457 10.771 9.679 -0.123 0.325 -0.284
H 21.714 11.669 5.940 -0.589 -0.370 -0.401
H 19.975 11.133 5.648 0.786 -0.296 0.191
H 21.169 11.070 4.291 -0.086 0.198 0.983
H 23.654 9.725 5.521 0.016 0.147 0.048
H 22.789 9.114 4.033 0.168 0.241 1.491
H 23.101 8.031 5.401 -0.488 0.876 0.270
H 19.464 8.723 5.604 1.191 -0.311 -0.407
H 20.812 7.540 5.268 -0.041 -0.520 0.092
H 20.404 8.775 4.026 0.125 -0.306 1.150
H 19.276 8.358 11.275 0.031 0.009 -0.161
H 19.303 6.599 11.032 0.019 0.130 -0.153
H 18.908 7.670 9.655 -0.314 0.149 0.407
H 21.989 8.214 11.955 0.220 0.138 -0.639
H 22.853 6.990 10.918 -0.139 0.207 0.320
H 21.433 6.632 11.993 0.229 -0.278 -0.702
H 20.721 6.850 8.000 0.189 0.305 1.420
H 20.972 5.656 9.268 0.009 0.029 0.278
H 22.300 6.668 8.724 0.176 0.168 0.238
S 15.704 6.314 9.323 0.750 -0.728 -0.105
C 14.997 7.732 9.593 -1.769 1.157 0.406
N 14.313 8.672 9.807 1.775 -1.863 -0.083
```
Positions in Å, forces in eV/Å.

Energy above the lowest of the compared OMol25 structures with the same formula, charge and spin in eV: 0.000
Charge: -2
E_HOMO in eV: -1.408
Kohn-Sham gap in eV: 5.412

natural (NBO) atomic charge list, values in e, 2 entries: number 1, Cu, carries 0.80; number 2, C, carries -0.77

Calculated total energy, respectively: -7802.6370; -24835.5172; -17337.0720; -12124.0239; -18661.6295; -130311.6412 eV.